Entry 1:
The following is a DFT calculation (ωB97M-V/def2-TZVPD) of a 15-piece molecular cluster, C41H116F3N10O22S overall.

The value obtained for the gap between HOMO and LUMO is 0.329 Eh. The HOMO energy comes out at -6.92 eV. The net charge is -1. The value obtained for the LUMO energy is 2.036 eV.

Geometry (Å):
N: 0.1813 -1.4994 0.1870
H: -0.4985 -2.0137 0.7287
H: 1.0878 -1.9449 0.1921
H: 0.1450 -0.6405 0.7172
H: -0.1255 -1.5327 -0.7746
C: -1.3651 -6.2053 0.3551
F: -2.5193 -6.4125 0.9233
F: -0.4155 -6.1763 1.3004
F: -1.0948 -7.1363 -0.5462
S: -1.5085 -4.4393 -0.6428
O: -0.2356 -4.0749 -1.2257
O: -2.5759 -4.7280 -1.5516
O: -1.9412 -3.3378 0.3036
N: 0.1473 1.6194 2.1220
O: -0.4134 1.3334 1.1033
O: 1.3098 1.2164 2.3792
O: -0.4146 2.4132 2.8637
C: -6.5633 -3.3396 -1.4236
C: -5.1519 -2.6617 -1.6469
O: -4.4424 -3.2526 -2.7491
O: -7.4609 -3.0254 -2.4923
H: -6.9387 -2.9651 -0.4713
H: -6.4217 -4.4182 -1.3564
H: -4.5030 -2.8933 -0.8022
H: -5.2921 -1.6398 -1.9991
H: -3.7345 -3.8454 -2.4865
H: -7.2513 -2.1875 -2.9113
C: 5.2737 -0.6690 3.6435
C: 4.8375 0.8757 3.6308
O: 3.6566 1.1222 4.3930
O: 5.6255 -0.9504 5.0079
H: 6.1357 -0.7910 2.9876
H: 4.4489 -1.2651 3.2530
H: 4.5778 1.2805 2.6526
H: 5.6552 1.3939 4.1318
H: 2.8860 0.9142 3.8595
H: 4.8437 -1.0065 5.5621
C: 1.4287 -5.4020 -3.8697
C: 1.3663 -6.0858 -2.4647
O: 2.1970 -7.2207 -2.6556
O: 2.5740 -4.5510 -3.9908
H: 0.5665 -4.7373 -3.9227
H: 1.3821 -6.0116 -4.7721
H: 0.3263 -6.2650 -2.1920
H: 1.7188 -5.3108 -1.7841
H: 2.2683 -7.6316 -1.7909
H: 2.4612 -4.2877 -4.9071
C: -2.5594 5.4510 0.7427
C: -1.8045 4.2017 0.7969
O: -1.7272 3.5978 -0.4391
O: -2.2205 6.3728 -0.3115
H: -2.4005 5.9831 1.6807
H: -3.6204 5.2040 0.7070
H: -2.1616 3.5782 1.6165
H: -0.7780 4.4186 1.0924
H: -1.3044 2.7704 -0.1979
H: -2.3061 5.9738 -1.1804
C: 0.9529 7.4387 -1.7063
C: 2.4802 7.3831 -1.4707
C: 3.2744 6.0111 -1.5945
O: 3.1075 5.0618 -0.5217
C: 1.7307 4.6244 -0.4146
N: 3.0064 8.5054 -2.2304
H: 0.6291 6.6555 -2.3918
H: 0.5157 8.2940 -2.2216
H: 0.5121 7.3422 -0.7141
H: 2.7692 7.6291 -0.4489
H: 4.3355 6.1670 -1.7890
H: 2.8587 5.7080 -2.5555
H: 1.3110 4.0797 -1.2604
H: 0.9027 5.2392 -0.0615
H: 1.6463 3.7818 0.2717
H: 2.5946 9.3885 -1.9647
H: 2.8146 8.1707 -3.1639
C: 2.1485 -3.5075 4.7796
C: 1.9480 -1.9906 4.4061
C: 0.3520 -1.6578 4.3641
O: -0.3056 -2.5149 3.4646
C: -1.7109 -2.2617 3.3134
N: 2.6296 -1.2833 5.4186
H: 2.0204 -3.6798 5.8482
H: 3.1406 -3.9082 4.5715
H: 1.4596 -4.0989 4.1764
H: 2.3639 -1.9037 3.4023
H: 0.1283 -0.6436 4.0332
H: 0.0668 -1.5937 5.4142
H: -2.2441 -2.2127 4.2628
H: -2.2522 -3.0296 2.7607
H: -1.8618 -1.3141 2.7964
H: 2.3287 -1.3931 6.3765
H: 2.5670 -0.2753 5.4259
C: 1.1762 2.6396 -4.0019
C: 2.0325 3.6589 -4.7702
C: 2.4871 3.1542 -6.2228
O: 3.1219 1.8960 -6.3232
C: 4.4703 1.9943 -5.9067
N: 1.4052 4.8626 -4.8183
H: 1.6972 1.6963 -3.8385
H: 0.2752 2.3523 -4.5440
H: 0.8327 2.8592 -2.9910
H: 2.9885 3.7902 -4.2631
H: 3.0680 3.8688 -6.8059
H: 1.5867 3.0772 -6.8323
H: 4.6229 1.5160 -4.9393
H: 4.7883 3.0229 -5.7366
H: 5.1020 1.5586 -6.6809
H: 1.2435 5.1165 -3.8542
H: 0.4642 4.6763 -5.1343
C: 3.3946 -5.2157 1.1005
C: 3.8543 -3.8160 1.4226
C: 5.2958 -3.7505 0.8714
O: 5.9972 -2.5888 1.3051
C: 7.3424 -2.7129 1.5149
N: 2.8645 -2.8378 0.8447
H: 3.9946 -6.0197 1.5266
H: 3.4566 -5.4546 0.0388
H: 2.3777 -5.3099 1.4815
H: 3.8608 -3.7309 2.5093
H: 5.3432 -3.9882 -0.1913
H: 5.7528 -4.6175 1.3485
H: 7.7265 -3.5353 0.9114
H: 7.6609 -2.9276 2.5349
H: 7.8227 -1.7832 1.2098
H: 3.3973 -2.0001 0.6591
H: 2.7106 -3.2946 -0.0428
C: -7.4703 -1.5008 3.8387
C: -6.5372 -0.5979 4.7047
C: -5.6556 0.2606 3.7907
O: -4.7037 1.0299 4.5065
C: -3.6557 1.5585 3.6536
N: -7.2151 0.3430 5.5990
H: -8.2300 -2.0129 4.4293
H: -6.9851 -2.3425 3.3444
H: -7.8356 -0.9533 2.9699
H: -5.8964 -1.1553 5.3878
H: -6.3682 0.9569 3.3485
H: -5.2237 -0.4061 3.0443
H: -3.0181 0.6753 3.6925
H: -3.0364 2.2924 4.1692
H: -3.9574 1.8165 2.6384
H: -6.5796 1.1277 5.6226
H: -8.0187 0.7861 5.1769
C: -8.7235 -0.4057 0.6493
C: -8.7248 1.0254 1.2087
C: -7.6657 2.0079 0.5623
O: -6.4079 1.3280 0.8316
C: -5.2706 1.9565 0.3963
N: -10.0066 1.5266 1.0692
H: -9.3239 -1.0611 1.2802
H: -7.6956 -0.7536 0.5467
H: -8.9321 -0.4318 -0.4202
H: -8.4261 0.9580 2.2548
H: -7.6940 3.0440 0.8994
H: -7.8338 2.0404 -0.5142
H: -5.3365 2.1754 -0.6694
H: -4.4208 1.3063 0.6044
H: -4.9306 2.8724 0.8796
H: -10.1320 1.8541 0.1220
H: -10.6063 0.7170 1.1395
C: 1.1995 -1.8557 -4.8157
C: 0.8200 -1.2577 -3.4475
C: -0.6743 -0.9038 -3.3811
O: -1.0443 -0.5269 -2.0773
C: -2.3276 -0.1257 -1.8471
N: 1.2255 -2.2250 -2.3958
H: 0.6537 -2.7518 -5.1110
H: 2.2661 -2.0318 -4.9546
H: 0.9167 -1.2534 -5.6790
H: 1.4427 -0.3677 -3.3568
H: -1.2484 -1.8221 -3.5047
H: -0.8516 -0.0256 -4.0018
H: -2.5705 0.7613 -2.4322
H: -2.4254 0.0658 -0.7785
H: -2.9698 -1.0060 -1.8732
H: 2.1367 -2.5450 -2.6913
H: 0.7578 -3.1164 -2.4784
C: 2.8788 1.2421 -0.7703
C: 4.2526 0.5221 -0.7870
C: 5.4782 1.4617 -0.5115
O: 6.7176 0.8687 -0.9235
C: 7.7829 1.8587 -0.9332
N: 4.1851 -0.3997 0.3106
H: 2.0286 0.5812 -0.6018
H: 2.5615 1.6788 -1.7172
H: 2.8776 1.9520 0.0569
H: 4.5133 0.0643 -1.7412
H: 5.5376 1.7350 0.5420
H: 5.3805 2.3746 -1.0990
H: 8.1812 2.0443 0.0643
H: 7.5357 2.8046 -1.4153
H: 8.7119 1.5331 -1.4011
H: 5.0464 -0.8838 0.5204
H: 3.7557 -0.0203 1.1423

=====

Entry 2:
The following is a DFT calculation (ωB97M-V/def2-TZVPD) of C41H27Br4ClN2O4PSn as an isolated structure.

The value obtained for the gap between HOMO and LUMO (spin up / spin down) is 0.192 / 0.221 Eh. The HOMO energy (spin up / spin down) comes out at -10.03 / -10.36 eV. The net charge is +1. The value obtained for the LUMO energy (spin up / spin down) is -4.806 / -4.354 eV.

Geometry (Å):
Sn: -0.3351 0.0515 -0.0744
C: 0.3670 3.7651 -2.1457
O: -0.6164 3.2922 -1.2199
C: -1.6438 4.1267 -0.9127
C: -1.5804 5.5014 -1.0970
C: -2.6580 6.3095 -0.7727
C: -3.8386 5.7544 -0.2969
C: -3.9274 4.3910 -0.1286
C: -2.8295 3.5599 -0.3948
N: -2.8688 2.1998 -0.1453
N: -3.9176 1.6701 0.2562
C: -4.3147 0.4143 0.2283
C: -3.5743 -0.5882 -0.5656
O: -2.5339 -0.2791 -1.1727
C: -4.0688 -1.9372 -0.5306
C: -5.1152 -2.2846 0.2453
C: -5.8281 -1.3359 1.0573
C: -6.8866 -1.7387 1.8789
C: -7.5848 -0.8179 2.6287
C: -7.2473 0.5337 2.5571
C: -6.1992 0.9507 1.7638
C: -5.4587 0.0226 1.0221
H: 0.9279 4.6091 -1.7433
H: -0.1047 4.0430 -3.0896
H: 1.0415 2.9307 -2.3140
H: -0.6782 5.9545 -1.4808
H: -2.5738 7.3802 -0.8980
H: -4.6843 6.3851 -0.0606
H: -4.8350 3.9349 0.2422
H: -3.5306 -2.6684 -1.1194
H: -5.4474 -3.3158 0.2694
H: -7.1382 -2.7914 1.9173
H: -8.3968 -1.1389 3.2667
H: -7.8079 1.2575 3.1332
H: -5.9411 1.9991 1.7036
Cl: 0.3587 -0.6681 3.1855
C: 2.0533 -0.5075 3.5336
C: 2.4340 -0.4157 4.8623
C: 3.7774 -0.3038 5.1762
C: 4.7299 -0.3073 4.1710
C: 4.3418 -0.4020 2.8460
C: 2.9944 -0.4935 2.4973
P: 2.4828 -0.4604 0.7312
C: 2.7825 -2.1501 0.1699
C: 3.0539 -3.1743 0.9868
C: 3.2020 -4.5345 0.4857
C: 2.9557 -4.8484 -0.7851
C: 2.4809 -3.8316 -1.7682
C: 2.4531 -2.3687 -1.2703
C: 3.8683 0.4919 0.0219
C: 4.9278 -0.0575 -0.6915
C: 5.9156 0.7721 -1.2062
C: 5.8625 2.1409 -0.9932
C: 4.8204 2.6910 -0.2585
C: 3.8192 1.8710 0.2329
H: 1.6815 -0.4281 5.6387
H: 4.0785 -0.2214 6.2116
H: 5.7803 -0.2304 4.4175
H: 5.0882 -0.3994 2.0622
H: 3.2157 -3.0023 2.0439
H: 3.5382 -5.2914 1.1822
H: 3.0713 -5.8650 -1.1393
H: 3.0068 -3.9588 -2.7165
H: 2.9669 -1.6547 -1.9184
H: 4.9941 -1.1292 -0.8321
H: 6.7322 0.3416 -1.7708
H: 6.6378 2.7791 -1.3957
H: 4.7887 3.7572 -0.0742
H: 2.9929 2.2850 0.8031
Br: 0.8216 -5.7593 -4.0805
C: 0.5808 -4.0122 -3.4564
C: 0.2042 -3.0005 -4.3056
Br: -0.2153 -3.3788 -6.0993
C: 0.1587 -1.6530 -3.8672
Br: -0.5173 -0.2949 -4.9667
C: 0.5642 -1.2680 -2.5752
O: 0.6074 -0.0720 -2.2028
C: 0.8656 -2.3088 -1.5184
O: 0.0886 -2.0765 -0.4384
C: 0.9267 -3.7838 -2.0346
Br: -0.1434 -4.9586 -0.9014

=====

Entry 3:
The following is a DFT calculation (ωB97M-V/def2-TZVPD) of C41H27Cl6CuN2O6PS4 as an isolated structure.

The multiplicity is 2. The value obtained for the gap between HOMO and LUMO (spin up / spin down) is 0.222 / 0.222 Eh. The HOMO energy (spin up / spin down) comes out at -2.40 / -2.40 eV. The net charge is -2. The value obtained for the LUMO energy (spin up / spin down) is 3.633 / 3.633 eV.

Geometry (Å):
Cu: 0.4793 -0.2103 0.1965
O: 2.0675 0.8420 0.8996
S: 2.8397 -0.4090 1.2044
O: 3.6046 -0.3617 2.4181
O: 1.9679 -1.5924 1.0555
C: 3.9846 -0.4856 -0.1513
C: 5.3283 -0.7025 0.1421
C: 6.2578 -0.7103 -0.8835
C: 5.8440 -0.4940 -2.1927
C: 4.5027 -0.2880 -2.4723
C: 3.5394 -0.2773 -1.4657
P: 1.7059 -0.0867 -1.8824
C: 1.7241 1.5808 -2.6407
C: 2.6498 2.5230 -2.1910
C: 2.6434 3.8174 -2.6922
C: 1.7151 4.1896 -3.6554
C: 0.7785 3.2657 -4.0960
C: 0.7722 1.9747 -3.5828
C: 1.7249 -1.3414 -3.2137
C: 1.8630 -2.6666 -2.8008
C: 1.9283 -3.6904 -3.7340
C: 1.8301 -3.4074 -5.0918
C: 1.6868 -2.0909 -5.5069
C: 1.6416 -1.0616 -4.5724
H: 5.6185 -0.8457 1.1741
H: 7.3056 -0.8752 -0.6627
H: 6.5695 -0.4859 -2.9976
H: 4.1913 -0.1258 -3.4983
H: 3.3627 2.2588 -1.4200
H: 3.3605 4.5372 -2.3158
H: 1.6975 5.2012 -4.0422
H: 0.0237 3.5660 -4.8123
H: -0.0031 1.2819 -3.8833
H: 1.9246 -2.8914 -1.7396
H: 2.0445 -4.7151 -3.4023
H: 1.8534 -4.2118 -5.8174
H: 1.6119 -1.8589 -6.5629
H: 1.5389 -0.0378 -4.9086
Cl: -0.0069 3.0685 0.6345
C: -0.7657 2.0386 1.8304
C: -0.6551 0.6637 1.7097
C: -1.3392 -0.0879 2.6423
Cl: -1.2181 -1.8455 2.5892
C: -2.1021 0.4778 3.6643
Cl: -2.9725 -0.5133 4.8079
C: -2.1630 1.8617 3.7743
Cl: -3.0708 2.5995 5.0637
C: -1.4859 2.6529 2.8496
Cl: -1.5745 4.3871 2.9833
S: -2.0362 5.6746 -4.8391
C: -2.6499 4.3826 -3.9267
S: -2.1592 4.0940 -2.3162
C: -3.1456 2.6466 -2.1817
N: -3.7941 2.4112 -3.3002
N: -3.5017 3.3964 -4.2601
C: -4.1805 3.2134 -5.5016
C: -4.4121 4.2658 -6.3788
C: -5.0988 4.0344 -7.5663
C: -5.5608 2.7694 -7.8930
C: -5.3315 1.7240 -7.0058
C: -4.6507 1.9376 -5.8190
S: -3.1717 1.7529 -0.7374
H: -4.0540 5.2549 -6.1362
H: -5.2718 4.8672 -8.2381
H: -6.0960 2.5995 -8.8192
H: -5.6871 0.7264 -7.2347
H: -4.4817 1.1344 -5.1182
C: -3.4806 -3.0859 -4.6415
C: -2.5147 -3.9042 -3.8244
C: -1.8292 -4.9587 -4.4226
C: -1.0038 -5.7827 -3.6812
Cl: -0.1740 -7.1135 -4.4799
C: -0.8216 -5.5789 -2.3263
C: -1.4675 -4.5108 -1.7263
C: -2.3136 -3.6838 -2.4582
O: -2.9953 -2.7523 -1.7468
C: -2.8283 -1.3716 -2.1237
C: -1.4848 -0.8214 -1.6748
O: -0.8162 -0.2401 -2.5369
O: -1.1455 -1.0561 -0.4607
H: -3.9088 -3.6987 -5.4366
H: -2.9906 -2.2275 -5.1066
H: -4.2915 -2.7040 -4.0219
H: -1.9580 -5.1464 -5.4823
H: -0.1735 -6.2306 -1.7549
H: -1.3350 -4.2887 -0.6742
H: -3.6285 -0.8264 -1.6321
H: -2.8832 -1.2242 -3.1976

=====

Entry 4:
The following is a DFT calculation (ωB97M-V/def2-TZVPD) of C41H29Br4INOPTi as an isolated structure.

The value obtained for the gap between HOMO and LUMO is 0.221 Eh. The HOMO energy comes out at -7.66 eV. The net charge is 0. The value obtained for the LUMO energy is -1.636 eV.

Geometry (Å):
Ti: -0.0077 1.7629 -0.5601
C: 0.8386 -1.6513 -1.3502
C: -0.5537 -1.1365 -1.6320
C: -1.2792 -2.0210 -2.6735
C: -1.9504 -1.2778 -3.7590
C: -1.8310 0.0307 -3.9146
C: -2.4378 0.7967 -5.0124
Br: -3.3929 -0.1078 -6.3694
C: -2.3035 2.1061 -5.0760
C: -1.5659 2.8468 -4.0534
Br: -1.5131 4.7036 -4.1561
C: -0.9758 2.2522 -3.0257
O: -0.3346 2.8462 -2.0285
C: -1.0788 0.8096 -2.9095
N: -0.5146 0.3082 -1.8598
H: 0.8303 -2.7422 -1.3273
H: 1.2434 -1.2900 -0.4065
H: 1.5062 -1.3089 -2.1442
H: -0.6313 -2.7778 -3.1254
H: -2.5270 -1.8385 -4.4901
H: -2.7541 2.6508 -5.8940
Br: 0.5783 3.3027 1.2790
C: -2.0920 2.5414 -0.0802
Br: -3.6295 1.7466 -1.0684
H: -2.0936 3.5874 -0.3591
H: -2.3791 2.4545 0.9617
I: 2.8223 0.2807 1.4103
C: 2.5278 -0.2128 3.4019
C: 3.6388 -0.0070 4.1701
C: 3.6890 -0.4094 5.5206
C: 2.6225 -1.0573 6.0465
C: 1.4452 -1.2678 5.2824
C: 0.3867 -1.9704 5.9030
C: -0.7789 -2.1883 5.2467
C: -0.9421 -1.6500 3.9579
C: 0.0378 -0.9517 3.2926
P: -0.6343 -0.2785 1.6663
C: -1.1668 -1.7835 0.7770
C: -0.9295 -3.0519 1.0937
C: -1.2472 -4.1619 0.1545
C: -1.7976 -3.9750 -1.0427
C: -2.1787 -2.6043 -1.5300
C: -1.6659 -1.4640 -0.6027
C: -2.2066 0.4009 2.3109
C: -3.4604 -0.1104 2.0142
C: -4.6043 0.4996 2.5214
C: -4.4966 1.6161 3.3339
C: -3.2385 2.1244 3.6451
C: -2.1022 1.5227 3.1338
C: 1.3266 -0.7923 3.9348
H: 4.5107 0.4518 3.7219
H: 4.5829 -0.2325 6.1060
H: 2.6427 -1.4278 7.0655
H: 0.5342 -2.3335 6.9146
H: -1.5917 -2.7344 5.7102
H: -1.9084 -1.7762 3.4858
H: -0.4821 -3.3107 2.0476
H: -1.0174 -5.1710 0.4792
H: -2.0227 -4.8267 -1.6800
H: -3.2487 -2.5644 -1.7553
H: -2.3728 -0.6316 -0.5962
H: -3.5621 -0.9952 1.3990
H: -5.5799 0.1013 2.2705
H: -5.3885 2.0929 3.7243
H: -3.1445 2.9992 4.2776
H: -1.1266 1.9366 3.3620
C: 1.9453 1.6360 -1.2861
C: 2.9060 1.6100 -2.0400
C: 4.0267 1.6212 -2.9493
C: 4.4138 0.4610 -3.6264
C: 5.4859 0.4815 -4.5070
C: 6.1881 1.6599 -4.7267
C: 5.8104 2.8169 -4.0589
C: 4.7400 2.8001 -3.1764
H: 3.8659 -0.4564 -3.4513
H: 5.7749 -0.4247 -5.0242
H: 7.0251 1.6760 -5.4146
H: 6.3527 3.7390 -4.2260
H: 4.4420 3.6995 -2.6532